1.
Here is a molecular structure, C5H6ClN from the Open Molecules 2025 dataset. Energies are from the ωB97M-V functional and the def2-TZVPD basis.

ORCA input file:
```
! wB97M-V def2-TZVPD RIJCOSX def2/J DEFGRID3
* xyz 0 1
C 0.42 -0.77 -0.01
C -0.91 -0.23 -0.98
C -0.58 -0.40 0.96
C -0.70 1.19 0.71
C -0.86 1.26 -0.57
H 0.77 -1.89 -0.24
H -1.14 -0.45 -2.07
H -1.65 -1.94 -0.12
H -0.57 -0.80 1.91
H -0.96 1.86 1.56
H -1.08 2.05 -1.17
N -1.74 -0.85 0.08
Cl 1.91 0.05 -0.06
*
```

Frontier orbital gap (hartree): 0.3724
Lowest unoccupied orbital energy (eV): 0.97
Electronic energy (Ha): -708.9333
ΔE to the lowest compared entry with this formula, charge and spin (kcal/mol): 82.10

=====

2.
Here is 2 unconnected molecules or ions with the total composition C5H6ClNO from the Open Molecules 2025 dataset. Energies are from the ωB97M-V functional and the def2-TZVPD basis.

ORCA input file:
```
! wB97M-V def2-TZVPD RIJCOSX def2/J DEFGRID3
* xyz 0 1
C 1.04 0.64 0.83
C 0.65 0.19 -0.58
C -0.59 -0.33 -0.71
C -1.71 -0.05 0.26
C 1.46 0.09 -1.72
H 1.00 -1.54 1.06
H -0.04 1.30 1.05
H 2.13 1.23 0.75
H -0.80 -0.78 -1.68
H -1.45 0.85 0.94
H -1.52 -1.15 1.29
N 2.17 -0.08 -2.66
O 0.96 -0.56 1.77
Cl -3.27 0.20 -0.58
*
```

Frontier orbital gap (hartree): 0.3528
Lowest unoccupied orbital energy (eV): -0.45
Electronic energy (Ha): -784.1143
ΔE to the lowest compared entry with this formula, charge and spin (kcal/mol): 130.17

=====

3.
Here is 2 unconnected molecules or ions with the total composition C5H6ClNOS from the Open Molecules 2025 dataset. Energies are from the ωB97M-V functional and the def2-TZVPD basis.

ORCA input file:
```
! wB97M-V def2-TZVPD RIJCOSX def2/J DEFGRID3
* xyz 0 1
C -0.91 1.24 -1.26
C -1.78 4.57 -0.26
C -0.27 0.42 -0.49
C -0.16 0.79 0.94
C 0.10 -0.93 -1.05
N -0.63 4.30 -0.26
O -1.52 1.96 -1.98
S 0.89 4.43 -0.19
Cl -3.36 4.37 -0.15
H 0.77 0.25 1.28
H -0.92 0.72 1.69
H 0.02 1.94 0.98
H 1.15 -0.88 -1.42
H -0.39 -1.30 -1.90
H 0.14 -1.67 -0.20
*
```

SMILES: [S-][N+]#CCl.CC(C)=C=O
Frontier orbital gap (hartree): 0.3033
Lowest unoccupied orbital energy (eV): -0.02
Electronic energy (Ha): -1182.3481
ΔE to the lowest compared entry with this formula, charge and spin (kcal/mol): 65.20

=====

4.
Here is a molecular structure, C5H6CoO5 from the Open Molecules 2025 dataset. Energies are from the ωB97M-V functional and the def2-TZVPD basis.

ORCA input file:
```
! wB97M-V def2-TZVPD RIJCOSX def2/J DEFGRID3
* xyz 1 5
H -3.69 -0.58 1.70
O -1.94 1.43 -0.17
C -3.68 -0.15 0.70
C -2.79 0.84 0.41
H -4.51 -0.31 0.00
H -0.40 -2.28 -3.07
C 0.04 -1.40 -2.57
C 0.59 -1.68 -1.17
O 0.60 -0.44 -0.49
C 1.76 0.39 -0.37
O 2.61 0.10 0.52
O 1.50 1.52 -0.88
Co -0.40 1.13 -1.23
O -0.79 -0.33 -2.63
H 0.87 -1.11 -3.28
H 1.59 -2.13 -1.18
H -0.12 -2.31 -0.62
*
```

Frontier orbital gap (spin up / spin down) (hartree): 0.3374 / 0.2266
Lowest unoccupied orbital energy (spin up / spin down) (eV): -4.71 / -7.82
Electronic energy (Ha): -1952.6828
ΔE to the lowest compared entry with this formula, charge and spin (kcal/mol): 0.00

=====

5.
Here is 2 unconnected molecules or ions with the total composition C5H6F2 from the Open Molecules 2025 dataset. Energies are from the ωB97M-V functional and the def2-TZVPD basis.

ORCA input file:
```
! wB97M-V def2-TZVPD RIJCOSX def2/J DEFGRID3
* xyz 0 3
C -2.35 1.11 -0.01
C -1.57 0.07 0.00
C 2.34 -0.63 0.06
C -1.00 -1.08 0.00
C 1.56 0.44 0.03
F 0.92 1.09 0.93
F 1.43 1.04 -1.17
H -2.23 2.01 -0.64
H -2.87 1.31 0.91
H 2.73 -0.89 -0.92
H 2.63 -1.33 0.82
H -1.32 -1.88 -0.77
H -0.25 -1.28 0.77
*
```

Frontier orbital gap (spin up / spin down) (hartree): 0.2288 / 0.2866
Lowest unoccupied orbital energy (spin up / spin down) (eV): 0.99 / -2.12
Electronic energy (Ha): -393.5751
ΔE to the lowest compared entry with this formula, charge and spin (kcal/mol): 46.67

=====

6.
Here is a single C5H6F2O molecule from the Open Molecules 2025 dataset. Energies are from the ωB97M-V functional and the def2-TZVPD basis.

ORCA input file:
```
! wB97M-V def2-TZVPD RIJCOSX def2/J DEFGRID3
* xyz 0 1
C 0.70 1.01 0.37
C 0.46 -0.43 -0.02
C 1.47 -1.27 -0.22
C -0.91 -0.95 -0.10
C -2.01 -0.21 -0.05
H 0.27 2.76 -0.29
H 0.31 1.16 1.39
H 1.78 1.20 0.39
H 1.41 -2.35 -0.45
H -1.02 -2.03 -0.21
H -2.04 0.88 0.00
O 0.05 1.86 -0.56
F 2.76 -0.87 -0.14
F -3.23 -0.75 -0.10
*
```

SMILES: OCC(=C\F)/C=C/F
Frontier orbital gap (hartree): 0.3495
Lowest unoccupied orbital energy (eV): 0.73
Electronic energy (Ha): -469.0341
ΔE to the lowest compared entry with this formula, charge and spin (kcal/mol): 21.73

=====

7.
Here is a single C5H6F4O3Si molecule from the Open Molecules 2025 dataset. Energies are from the ωB97M-V functional and the def2-TZVPD basis.

ORCA input file:
```
! wB97M-V def2-TZVPD RIJCOSX def2/J DEFGRID3
* xyz 0 1
C -0.03 0.12 -0.33
C -0.03 -0.51 0.87
C -1.13 0.17 -1.24
C 1.18 -0.48 1.76
C -2.54 -0.35 -0.85
O -1.01 0.66 -2.34
O -1.07 -1.19 1.33
O 2.58 1.04 -0.10
F 0.94 -1.22 2.90
F -2.99 0.19 0.29
F -3.44 -0.05 -1.79
F -2.58 -1.69 -0.71
Si 1.37 1.04 -1.20
H 1.41 0.54 2.08
H 2.06 -0.90 1.27
H -0.88 -1.58 2.20
H 3.41 1.47 -0.30
H 1.79 0.31 -2.38
H 0.96 2.42 -1.47
*
```

SMILES: O=C(/C([SiH2]O)=C(\O)CF)C(F)(F)F
Frontier orbital gap (hartree): 0.3582
Lowest unoccupied orbital energy (eV): -0.05
Electronic energy (Ha): -1108.8356
ΔE to the lowest compared entry with this formula, charge and spin (kcal/mol): 0.00

=====

8.
Here is 2 unconnected molecules or ions with the total composition C5H6FIN2 from the Open Molecules 2025 dataset. Energies are from the ωB97M-V functional and the def2-TZVPD basis.

ORCA input file:
```
! wB97M-V def2-TZVPD RIJCOSX def2/J DEFGRID3
* xyz 0 1
C -0.11 -2.27 0.04
C -0.06 -0.78 0.02
C 1.04 -0.04 0.08
C 0.81 2.77 0.02
C -1.41 -0.29 -0.20
N 0.91 -2.88 0.43
N 0.18 3.37 -0.86
F 1.32 3.19 1.17
I 3.03 -0.52 0.39
H -1.21 -2.57 -0.29
H -1.49 0.70 -0.45
H -2.02 -0.20 0.79
H -1.90 -0.88 -1.03
H 0.95 -3.94 0.48
H -0.03 4.34 -0.59
*
```

Frontier orbital gap (spin up / spin down) (hartree): 0.2802 / 0.2956
Lowest unoccupied orbital energy (spin up / spin down) (eV): -0.76 / -0.83
Electronic energy (Ha): -700.9583
ΔE to the lowest compared entry with this formula, charge and spin (kcal/mol): 122.71